1.
Below is C10H7Br3Cu2F8NO13S2 as an isolated structure, with properties calculated with ωB97M-V/def2-TZVPD.

Geometry as XYZ:
```
46
Properties=species:S:1:pos:R:3:forces:R:3
Cu -0.11258 -0.75706 4.40352 -0.27 -0.01 -0.77
Cu -1.10482 1.52501 1.67583 -1.40 -1.50 -0.31
C -0.06252 -2.59184 -0.00084 -0.83 0.41 0.70
F -0.73243 -3.26912 0.98872 1.55 0.52 -1.44
F 0.76629 -3.34389 -0.72647 -1.17 1.13 1.68
F -0.98194 -1.99360 -0.73973 0.28 -0.36 -0.29
S 0.89293 -1.08374 0.88409 2.31 -0.82 1.17
O 0.64521 -1.18385 2.34080 -0.67 0.43 -0.83
O 2.28485 -1.28264 0.49882 -2.54 0.75 0.72
N 0.19150 0.46047 0.39986 0.02 -3.24 2.34
S 1.00809 0.90784 -0.87217 3.80 2.83 -4.45
O 1.91279 2.02489 -0.56186 -1.83 -1.58 0.06
O 1.61109 -0.12553 -1.74590 -2.48 1.56 2.08
C -0.36069 1.75687 -1.87549 -0.30 2.13 -0.33
F 0.18116 2.11393 -3.02681 0.22 -0.27 0.21
F -1.46514 1.10202 -2.09879 -0.33 -1.74 -0.18
F -0.83675 2.91800 -1.28769 1.23 -0.76 0.50
C -2.48928 0.55964 3.95068 2.37 7.15 -0.07
O -1.73658 0.59973 4.91328 1.70 -2.44 10.54
O -2.58962 1.69261 3.47620 -5.75 5.85 -3.17
O -1.79022 -0.05237 3.21482 3.52 -10.28 -8.65
C 4.07761 1.70665 2.03810 -3.52 0.13 1.06
C 4.86451 2.88012 1.48725 -0.37 -2.33 -0.18
O 5.85680 2.12857 0.78699 -0.47 2.71 -1.43
C 5.75788 0.84469 1.03139 5.31 -3.97 -1.83
O 6.58682 0.01117 0.66914 -1.81 2.07 0.27
O 4.79237 0.52781 1.80957 -2.35 0.09 1.32
F 5.47608 3.46876 2.46949 1.90 1.73 2.76
H 3.06192 1.64721 1.64700 0.16 -0.18 -1.22
H 3.74945 1.73673 3.07709 1.18 0.54 0.54
H 4.33464 3.71509 1.02881 -0.05 -0.80 -1.31
C -5.60860 -0.36630 -1.25678 1.39 0.23 0.39
C -4.70313 -1.50157 -0.68432 -3.49 0.47 0.46
O -3.86007 -0.84517 0.24476 0.25 0.80 -2.02
C -3.72681 0.46487 -0.20555 -2.13 -1.06 -0.09
O -2.92981 1.18776 0.31013 0.63 0.92 0.02
O -4.70060 0.78816 -1.12663 1.52 -0.68 1.36
F -4.12025 -2.19580 -1.66493 1.05 0.08 0.10
H -6.49914 -0.18825 -0.65399 0.24 0.04 0.25
H -5.94458 -0.49977 -2.28508 0.58 0.04 -0.02
H -5.39614 -2.13425 -0.12974 0.63 -0.55 0.18
C 0.82624 -2.65861 -4.37868 0.08 0.04 -0.45
Br -0.50272 -3.82930 -3.51716 0.52 0.45 -0.71
Br 0.06130 -0.98450 -5.01016 -0.08 -0.41 0.18
Br 1.77387 -3.53731 -5.87947 -0.56 0.34 1.05
H 1.54092 -2.34425 -3.61808 -0.05 -0.41 -0.22
```
Forces are in eV/Å.

Properties
E_tot	-14015.7870	hartree
charge	+1
<S²>	2.017
lowest unoccupied orbital energy (alpha / beta)	-6.45 / -8.70	eV
frontier orbital gap (alpha / beta)	5.552 / 3.294	eV
2S+1	3

=====

2.
Below is a 2-piece molecular cluster, C3H13N2O overall, with properties calculated with ωB97M-V/def2-TZVPD.

Geometry as XYZ:
```
19
Properties=species:S:1:pos:R:3:forces:R:3
C -0.45148 0.44545 -2.02799 -0.45 1.72 0.36
N -1.43651 1.02648 -1.12648 -1.75 0.23 -0.15
C -0.21308 -0.96230 -1.55311 2.58 -0.74 0.14
N 0.26866 -0.94627 -0.15184 1.64 1.94 2.33
C 1.61944 -0.25239 0.11607 -0.18 0.14 1.15
H -0.74033 0.48458 -3.06747 -0.38 -0.37 -0.25
H 0.35798 1.22176 -1.99160 0.34 -1.68 -0.16
H -2.27396 1.44567 -1.57041 0.87 -0.61 0.35
H -1.03158 1.73137 -0.54505 0.10 0.51 0.15
H -0.98459 -1.64876 -1.37233 -2.21 -0.26 -1.11
H 0.53465 -1.53022 -2.12018 0.02 0.35 -0.09
H 0.33020 -1.84614 0.33622 -0.07 -0.13 -0.71
H -0.40782 -0.43042 0.43840 -0.17 -0.04 -0.65
H 2.37316 -0.96133 -0.17536 0.39 -0.34 0.11
H 1.79675 0.63546 -0.52851 -0.66 -0.50 0.73
H 1.68042 -0.04025 1.25369 -0.06 -0.22 -2.07
H -0.73971 0.68955 4.10721 -1.27 -0.69 0.52
H 0.45602 1.22639 3.73343 2.10 2.52 -0.61
O 0.13682 0.38454 3.90505 -0.82 -1.81 -0.03
```
Forces are in eV/Å.

Properties
E_tot	-306.5705	hartree
charge	+1
lowest unoccupied orbital energy	-3.09	eV
frontier orbital gap	10.862	eV
relative energy (zero: lowest compared OMol25 entry of this formula, charge and spin)	171.3	kJ/mol

=====

3.
Below is C19H42NO2P3W as an isolated structure, with properties calculated with ωB97M-V/def2-TZVPD.

Geometry as XYZ:
```
68
Properties=species:S:1:pos:R:3:forces:R:3
W 0.37704 0.05823 0.78362 -0.07 2.95 2.63
P 0.64069 -1.80226 -0.51323 1.07 -4.06 -4.17
P 2.50480 0.12076 1.88605 2.93 0.12 2.62
P -1.90212 0.57202 0.38285 -3.95 1.03 0.44
H 2.04889 1.65344 -0.62173 -0.19 0.05 -0.36
C 0.98181 1.68751 -0.40496 -0.37 1.43 1.44
C 0.56640 2.31532 0.89782 0.96 -0.37 -2.95
H 1.35487 2.73507 1.52938 -0.28 -0.56 -0.02
C 1.24086 -1.54032 -2.20765 0.08 0.14 -0.34
C 1.81033 -3.07426 0.12030 0.24 0.07 0.69
C -0.87632 -2.82009 -0.76468 -0.48 0.19 0.36
C 3.19977 1.49830 2.87088 -0.59 0.25 0.02
C 2.58477 -1.27076 3.04356 0.02 -0.44 0.19
C 3.89118 -0.05934 0.67441 -0.48 -0.25 -0.76
C -2.79929 2.12262 0.76427 0.49 0.11 0.33
C -2.89881 -0.67655 1.22565 -0.21 -0.35 -0.01
C -2.25535 0.53267 -1.42676 0.68 -0.41 -0.28
H 0.30605 1.81270 -1.25039 0.37 0.03 -0.17
H -0.34646 2.91863 0.89798 0.13 -0.60 0.14
H 1.38445 -2.51421 -2.69896 0.01 0.17 0.25
H 2.18969 -0.99316 -2.22224 -0.10 -0.12 0.09
H 0.50366 -0.97426 -2.78667 0.21 -0.04 0.42
H 1.86930 -3.91327 -0.58657 -0.23 0.34 -0.10
H 1.44556 -3.48720 1.07013 0.15 0.11 -0.17
H 2.82286 -2.66708 0.24547 -0.40 -0.22 0.02
H -0.62092 -3.74131 -1.30651 0.27 0.29 0.07
H -1.63562 -2.27986 -1.34681 0.25 -0.23 0.28
H -1.29285 -3.12934 0.20391 0.06 0.05 -0.28
H 4.24013 1.24981 3.12468 -0.33 -0.09 -0.05
H 2.61958 1.64493 3.78831 0.11 0.04 -0.12
H 3.20077 2.42329 2.28782 0.11 -0.07 0.12
H 3.59871 -1.32397 3.46857 -0.27 0.06 -0.02
H 2.37025 -2.23879 2.57615 0.06 0.27 0.12
H 1.85459 -1.09607 3.84865 0.28 -0.01 -0.11
H 4.83720 0.10630 1.20945 -0.36 -0.12 0.10
H 3.80890 0.70956 -0.10220 0.13 -0.15 0.16
H 3.91200 -1.04489 0.19797 0.10 0.29 0.09
H -3.81881 2.02386 0.36584 0.24 -0.12 0.20
H -2.32272 2.97371 0.26869 -0.11 -0.05 0.10
H -2.83475 2.28890 1.84713 -0.03 0.05 -0.16
H -3.94918 -0.51038 0.94420 0.17 -0.13 0.23
H -2.77436 -0.54731 2.31241 -0.24 0.02 -0.26
H -2.61261 -1.69710 0.94990 -0.17 0.23 0.10
H -3.27818 0.89900 -1.59044 0.15 -0.18 0.32
H -2.14548 -0.45492 -1.88552 -0.06 0.25 0.09
H -1.57129 1.22316 -1.92881 -0.12 -0.08 0.15
C -0.78615 0.33410 -5.25557 0.38 -1.98 0.92
C -0.20136 0.40159 -6.53214 0.46 1.07 -0.96
C -0.10636 1.65649 -7.12783 0.24 -1.80 -0.30
C -0.60205 2.79386 -6.46714 0.24 0.75 -0.27
C -1.32070 2.66829 -5.26780 -0.92 -1.20 1.43
C -1.50298 1.39977 -4.71270 -0.44 2.23 0.15
O -0.62625 -0.75747 -4.43835 -0.27 1.39 -1.68
H 0.00052 -1.37746 -4.85708 -0.36 -0.06 -0.10
H 0.16798 -0.50849 -7.00091 0.10 0.24 -0.05
H 0.35173 1.74891 -8.11341 -0.08 0.02 0.28
H -0.44259 3.78494 -6.90096 -0.10 -0.32 0.07
H -1.74744 3.54022 -4.76129 0.08 -0.30 -0.42
H -2.15011 1.22059 -3.85494 0.33 0.19 -0.30
C -1.65040 -0.83049 7.21718 -0.23 0.21 -0.11
C -1.71341 -0.26271 5.81762 -0.83 1.48 0.23
N -1.00780 -0.97051 4.88257 0.62 -0.35 -0.53
O -2.30904 0.77061 5.48844 0.98 -1.73 0.23
H -1.40731 -1.89733 7.26015 -0.03 0.23 -0.14
H -2.63098 -0.66772 7.66165 0.12 0.03 0.18
H -0.89892 -0.27374 7.78693 -0.19 -0.03 -0.03
H -1.12133 -0.65191 3.93292 0.04 -0.20 0.08
H -0.52508 -1.83459 5.10073 -0.37 0.23 -0.09
```
Forces are in eV/Å.

Properties
E_tot	-2043.8234	hartree
charge	+4
<S²>	2.240
lowest unoccupied orbital energy (alpha / beta)	-15.23 / -14.91	eV
frontier orbital gap (alpha / beta)	3.086 / 3.421	eV
relative energy (zero: lowest compared OMol25 entry of this formula, charge and spin)	386.2	kJ/mol
2S+1	3

=====

4.
Below is a 2-piece molecular cluster, C6H11N3 overall, with properties calculated with ωB97M-V/def2-TZVPD.

Geometry as XYZ:
```
20
Properties=species:S:1:pos:R:3:forces:R:3
C 1.80185 0.04503 0.23421 1.33 1.35 0.72
C 1.76844 1.33862 -0.12587 0.43 -0.92 0.39
C 1.37521 -0.43659 1.58638 -0.48 -0.02 -0.24
C -0.14914 -1.16931 -1.04902 -1.94 0.07 -0.48
N 0.37796 -2.16939 -1.25677 0.36 0.00 0.05
H 2.44028 -0.63414 -0.31666 -0.33 -0.10 -0.32
H 2.29119 1.69388 -1.00055 -0.05 0.00 -0.21
H 2.25061 -0.61594 2.20811 0.11 -0.01 0.02
H 0.73082 0.29393 2.07614 0.04 -0.03 0.02
H -0.08077 1.53363 -1.02567 -0.80 -0.38 -0.52
H 1.32558 2.08253 0.52079 -0.25 0.08 0.03
H 0.83248 -1.37576 1.50011 -0.03 -0.10 0.12
C -1.28575 -0.08744 -1.02513 1.30 -0.91 -0.33
C -2.56772 -0.56274 0.85974 -0.30 0.03 -0.18
N -1.62213 0.08899 0.35586 0.27 0.24 0.51
N -0.86530 1.15272 -1.58559 0.22 0.66 0.08
H -0.53444 1.02291 -2.53655 -0.10 0.04 0.08
H -2.09396 -0.53021 -1.63447 0.22 0.07 0.16
H -2.75375 -0.45418 1.91890 -0.11 0.03 0.19
H -3.24148 -1.21652 0.29603 0.12 -0.08 -0.08
```
Forces are in eV/Å.

Properties
E_tot	-399.3995	hartree
SMILES string	C=N[C@@H](N)C#N.C=CC
lowest unoccupied orbital energy	0.81	eV
frontier orbital gap	10.229	eV
relative energy (zero: lowest compared OMol25 entry of this formula, charge and spin)	251.4	kJ/mol

=====

5.
Below is a 2-piece molecular cluster, C4H13N2OS overall, with properties calculated with ωB97M-V/def2-TZVPD.

Geometry as XYZ:
```
21
Properties=species:S:1:pos:R:3:forces:R:3
C 0.88271 2.47489 1.52574 0.30 0.14 0.08
C 0.78823 1.12363 0.85192 -0.47 0.18 -0.42
S 0.36459 1.28897 -0.92223 0.22 0.09 0.07
N 1.20750 2.26534 2.94156 0.25 -0.18 0.56
H 1.69645 3.05644 1.04036 -0.41 -0.29 0.33
H -0.04036 3.04988 1.40682 -0.09 -0.12 -0.24
H 1.74996 0.62980 1.00444 -0.06 -0.18 -0.07
H -0.00231 0.54026 1.35611 0.27 0.03 -0.06
H -1.28705 -0.00740 -0.79852 -0.54 -0.03 0.51
H 1.12391 3.12026 3.47283 -0.07 0.04 0.09
H 0.60628 1.55964 3.37906 0.16 0.44 -0.40
C 0.19465 -2.51962 -1.03413 1.07 -1.24 -1.20
N -0.37828 -1.81233 -2.15633 -0.16 0.90 -0.18
C -1.76930 -1.44156 -1.91194 0.18 -1.81 0.32
O -1.99724 -0.72858 -0.72398 0.56 0.47 -0.61
H 0.16649 -2.01876 -0.06259 -0.05 -0.04 -0.09
H 1.24761 -2.74275 -1.35622 -0.66 0.23 0.75
H -0.30507 -3.51110 -1.03281 0.14 0.41 0.58
H 0.19557 -0.96804 -2.34213 -0.70 -0.51 0.36
H -2.34531 -2.41246 -1.82663 0.40 0.87 -0.08
H -2.09903 -0.94650 -2.81133 -0.35 0.58 -0.30
```
Forces are in eV/Å.

Properties
E_tot	-743.1656	hartree
charge	-1
lowest unoccupied orbital energy	3.98	eV
frontier orbital gap	7.109	eV
relative energy (zero: lowest compared OMol25 entry of this formula, charge and spin)	35.5	kJ/mol

=====

6.
Below is C16H23BN5O9S2 as an isolated structure, with properties calculated with ωB97M-V/def2-TZVPD.

Geometry as XYZ:
```
56
Properties=species:S:1:pos:R:3:forces:R:3
N 4.29539 -2.16899 0.61984 0.29 0.64 0.51
C 4.82551 -1.04281 1.43981 0.90 -0.27 -0.69
C 4.89729 0.24569 0.55471 -0.06 0.55 0.96
C 3.79237 1.32332 0.89737 0.78 -0.14 -1.25
C 2.45308 1.12966 0.12184 -0.59 0.98 0.54
S 1.14108 0.31004 1.14668 -0.45 -2.21 0.34
O 1.28831 -1.16094 0.90755 -0.15 2.53 0.38
O 1.36367 0.71876 2.56173 -0.26 -0.08 -2.19
N -0.28593 0.85322 0.43713 0.31 -0.57 2.39
S -1.57705 0.86180 1.51137 1.43 1.02 0.52
O -1.84972 2.26571 1.94051 0.08 -1.95 -0.56
O -1.51260 -0.14540 2.61617 -0.34 0.97 -1.42
B -3.06989 0.34210 0.47011 -1.05 -0.35 -0.84
N -2.97537 -0.11758 -0.91461 -0.09 0.06 1.60
O -4.33055 0.37797 1.11769 1.01 -0.22 -0.80
H 4.36918 -3.02140 1.17006 -0.07 0.01 -0.30
H 4.93747 -2.22869 -0.16973 -0.22 -0.38 0.15
H 5.87388 -1.31338 1.73639 -0.57 0.43 0.08
H 4.26042 -0.89396 2.38333 -0.03 -0.06 -0.80
H 5.88427 0.74350 0.73744 -0.67 -0.39 -0.05
H 4.90051 -0.00715 -0.53404 -0.25 0.08 0.80
H 3.67203 1.42826 1.99294 -0.22 -0.23 -0.63
H 4.22178 2.29173 0.53461 -0.43 -0.58 0.29
H 2.02233 2.13554 -0.10693 0.24 -0.74 0.31
H 2.56666 0.61504 -0.85000 -0.09 -0.03 0.75
H -3.90977 -0.30535 -1.27590 0.15 -0.03 0.13
H -2.51426 -1.04717 -0.86279 0.30 1.57 -0.57
H -4.29492 -0.12564 1.93537 0.13 0.45 0.41
C -3.52297 -5.46496 3.22777 0.00 0.04 -0.06
C -3.87084 -6.26281 2.14274 0.05 0.19 0.04
C -3.85196 -5.73689 0.85913 -0.04 -0.16 -0.06
C -3.47936 -4.41152 0.67662 0.00 -0.27 0.77
C -3.13663 -3.60368 1.75397 0.03 0.21 -0.06
C -3.16034 -4.13723 3.03443 -0.08 -0.20 -0.03
N -3.43191 -3.85587 -0.67333 0.08 -0.03 -0.01
O -3.74760 -4.57239 -1.59975 -0.08 -0.07 -0.09
O -3.07320 -2.70155 -0.78406 -0.19 -0.89 -0.11
H -3.53297 -5.88093 4.22843 0.00 0.02 -0.04
H -4.15346 -7.29638 2.29838 0.00 0.03 -0.05
H -4.12312 -6.36321 0.02025 0.06 0.17 -0.08
H -2.84764 -2.56905 1.61247 0.09 -0.08 -0.08
H -2.89149 -3.51865 3.88096 0.03 0.04 -0.10
C -0.27207 6.26500 -3.26168 0.00 -0.04 0.01
C 1.08963 6.15812 -3.52171 -0.16 -0.11 0.06
C 1.73251 4.93769 -3.36870 0.11 0.09 -0.05
C 0.99851 3.83243 -2.95952 -0.32 0.73 -0.07
C -0.35950 3.92902 -2.68984 -0.19 -0.14 0.06
C -0.99442 5.15402 -2.84242 0.23 0.11 -0.10
N 1.66127 2.53803 -2.81816 -0.05 -0.29 0.06
O 2.85890 2.48201 -3.03618 0.22 0.11 -0.05
O 0.97636 1.59983 -2.49169 -0.10 -0.12 -0.18
H -0.77232 7.21840 -3.38679 0.02 -0.03 0.02
H 1.64939 7.02640 -3.84630 0.01 -0.05 0.02
H 2.79193 4.86172 -3.57222 -0.06 -0.19 0.06
H -0.92837 3.06681 -2.36431 0.22 -0.07 0.04
H -2.05350 5.24181 -2.63713 0.05 -0.05 0.03
```
Forces are in eV/Å.

Properties
E_tot	-2395.5487	hartree
charge	-1
lowest unoccupied orbital energy	1.39	eV
frontier orbital gap	6.218	eV

=====

Question: Which value of E_tot does entry 2 give?
Answer: -306.5705 hartree

=====

Question: Which of these has the lowest E_tot?
Answer: C10H7Br3Cu2F8NO13S2

=====

Question: The lowest E_tot belongs to which entry?
Answer: C10H7Br3Cu2F8NO13S2

=====

Question: The highest E_tot belongs to which entry?
Answer: C3H13N2O